# 1
Entry from OMol25: C26H30CaN3OS4 as an isolated structure in a non-equilibrium geometry (ωB97M-V with the def2-TZVPD basis set).

Orbital gap = 7.782 eV
Charge = +1
Multiplicity = 1

Each line ends with the Löwdin charge.
CARTESIAN COORDINATES (ANGSTROEM)
Ca (-0.3519, 1.3810, -0.2826)  1.118
C (1.9045, 3.4029, 2.2766)  -0.492
C (2.0700, 1.9074, 2.3323)  -0.483
S (2.4203, 1.0160, 0.7157)  0.823
C (3.5543, 2.1592, -0.1032)  -0.509
C (3.1778, 3.4925, -0.7904)  -0.473
S (1.6878, 3.3542, -1.8422)  0.865
C (0.9584, 4.9041, -1.3355)  -0.529
C (0.8908, 5.2071, 0.2108)  -0.461
S (0.3597, 3.8632, 1.3763)  0.865
H (2.7068, 3.9416, 1.7810)  0.062
H (1.6923, 3.7806, 3.2956)  0.091
H (1.1061, 1.4263, 2.7942)  0.106
H (2.9148, 1.7175, 2.9916)  0.077
H (3.8519, 1.5356, -0.9426)  0.067
H (4.3732, 2.3097, 0.6148)  0.094
H (4.0383, 3.7079, -1.3720)  0.075
H (3.0378, 4.3431, -0.1944)  0.020
H (-0.0252, 4.9999, -1.7785)  0.073
H (1.4576, 5.7507, -1.8207)  0.088
H (0.2443, 6.0310, 0.2638)  0.056
H (1.8729, 5.5406, 0.5151)  0.059
S (-4.2529, 1.6623, 2.5326)  1.011
C (-4.6937, 2.7909, 1.3712)  -0.433
C (-3.7718, 2.8114, 0.3221)  -0.259
C (-2.7037, 1.9107, 0.4423)  -0.263
C (-2.8295, 1.1601, 1.6209)  -0.547
C (-1.9535, 0.1788, 2.1389)  -0.343
C (-2.3591, -0.6319, 3.2630)  -0.016
C (-1.6282, -1.7535, 3.6189)  -0.041
C (-0.4522, -1.9451, 2.8901)  -0.081
C (-0.0023, -1.0615, 1.9374)  -0.139
N (-0.7604, 0.0332, 1.6149)  -0.039
H (-5.5926, 3.3600, 1.3225)  0.059
H (-3.9142, 3.4264, -0.5498)  0.074
H (-3.3321, -0.5219, 3.7531)  0.093
H (-1.9216, -2.3534, 4.4840)  0.120
H (0.1798, -2.8339, 3.0203)  0.098
H (0.9721, -1.1088, 1.4585)  0.065
C (-0.7058, -4.6387, -2.9842)  0.014
N (-1.2580, -3.3874, -2.4322)  -0.044
N (-0.2843, -2.5176, -1.9032)  0.063
C (-0.7003, -1.2262, -2.1916)  -0.375
O (-0.1644, -0.1468, -1.7789)  -0.230
C (-1.9826, -1.3373, -2.7680)  0.063
C (-2.2622, -2.6482, -2.9945)  -0.248
C (-3.4108, -3.3129, -3.6752)  0.011
C (0.7201, -2.8801, -0.9610)  -0.183
C (1.9813, -2.2938, -1.1260)  -0.016
C (2.9743, -2.5887, -0.2167)  -0.089
C (2.7961, -3.5618, 0.7487)  -0.065
C (1.5245, -4.0968, 1.0186)  -0.057
C (0.4840, -3.7493, 0.1149)  -0.018
H (-0.4889, -5.4183, -2.2246)  0.101
H (0.1817, -4.4686, -3.5496)  0.087
H (-1.3893, -5.0653, -3.7513)  0.094
H (-2.5378, -0.4374, -3.0134)  0.134
H (-4.0300, -2.4993, -4.1206)  0.111
H (-3.9995, -3.8108, -2.8726)  0.112
H (-3.0329, -4.0786, -4.3156)  0.060
H (2.2116, -1.7032, -1.9474)  0.103
H (3.9264, -2.1276, -0.3138)  0.102
H (3.6419, -3.7993, 1.3608)  0.104
H (1.3426, -4.8877, 1.7204)  0.106
H (-0.4641, -4.2146, 0.2306)  0.109



# 2
Entry from OMol25: C26H30HgN6Se as an isolated structure in a non-equilibrium geometry (ωB97M-V with the def2-TZVPD basis set).

Orbital gap (alpha / beta) = 4.399 / 6.629 eV
Charge = -1
<S²> = 0.769
Multiplicity = 2

Each line ends with the Löwdin charge.
CARTESIAN COORDINATES (ANGSTROEM)
Hg (-0.0509, -0.5021, -0.9717)  1.168
C (-4.7862, -0.9012, -1.1827)  -0.016
C (-3.3058, -0.4177, -1.1680)  -0.263
N (-2.3603, -1.0868, -1.6939)  -0.001
C (-2.3618, -2.5361, -1.8634)  -0.208
C (-0.9929, -3.2714, -1.6927)  -0.237
N (-0.2634, -2.7890, -0.5402)  -0.180
C (1.0577, -3.4510, -0.3252)  -0.223
C (1.4981, -3.3027, 1.1256)  -0.280
N (2.0534, -2.0157, 1.4056)  -0.080
C (1.6456, -1.4189, 2.6652)  -0.238
C (1.4852, 0.1091, 2.7413)  -0.272
N (0.3163, 0.4113, 2.0185)  0.022
C (-0.3706, 1.5022, 2.0959)  -0.351
C (0.0603, 2.7196, 2.8266)  -0.072
C (-1.6351, 1.5778, 1.3843)  -0.283
C (-2.3578, 2.7709, 1.4391)  -0.068
C (-3.4585, 2.8833, 0.6328)  -0.131
C (-3.7775, 1.9226, -0.3219)  -0.098
C (-2.9765, 0.8097, -0.3691)  -0.303
N (-2.0122, 0.5762, 0.5514)  0.093
H (-4.8664, -1.8213, -1.7800)  0.057
H (-5.4939, -0.1372, -1.6510)  0.091
H (-5.1971, -1.1092, -0.1633)  0.102
H (-2.6818, -2.8076, -2.8683)  0.109
H (-3.0800, -2.9390, -1.1377)  0.116
H (-0.3406, -3.0292, -2.5722)  0.117
H (-1.1770, -4.3511, -1.6296)  0.118
H (-0.8380, -2.8682, 0.3268)  0.052
H (1.7277, -3.1011, -1.1471)  0.115
H (0.9074, -4.5580, -0.2754)  0.113
H (2.2130, -4.2135, 1.3494)  0.131
H (0.5819, -3.5369, 1.7576)  0.098
H (2.9543, -1.8602, 0.9526)  0.118
H (2.3086, -1.7196, 3.4764)  0.094
H (0.6633, -1.9186, 2.8414)  0.100
H (2.4145, 0.5357, 2.2010)  0.124
H (1.6487, 0.5381, 3.7891)  0.118
H (-0.1103, 3.6017, 2.1900)  0.067
H (1.1171, 2.7334, 3.1643)  0.068
H (-0.5144, 2.8374, 3.8082)  0.105
H (-2.0766, 3.5646, 2.2054)  0.114
H (-4.1669, 3.7397, 0.8396)  0.106
H (-4.7582, 1.9480, -0.8108)  0.093
Se (-3.1635, -3.8877, 4.5282)  0.290
C (-2.3278, -3.3142, 3.0581)  -1.025
N (-1.6556, -3.0117, 2.1427)  -0.009
C (5.2780, 1.8574, -2.0006)  -0.109
C (4.8071, 0.5296, -2.1854)  -0.083
C (3.4076, 0.3551, -2.1414)  -0.053
C (2.4728, 1.4104, -1.9448)  -0.215
C (1.0714, 1.2097, -1.7384)  -0.222
C (0.2007, 2.2626, -1.7679)  -0.175
C (0.7239, 3.5490, -1.8401)  -0.085
C (2.0941, 3.8320, -1.7479)  -0.046
C (2.9682, 2.7497, -1.8406)  -0.190
C (4.4002, 2.9323, -1.9849)  -0.039
H (6.3399, 2.0505, -1.9142)  0.088
H (5.4625, -0.3030, -2.3926)  0.087
H (2.9480, -0.6250, -2.3154)  0.087
H (-0.9011, 2.0891, -1.7911)  0.093
H (0.0382, 4.3896, -1.8607)  0.096
H (2.4822, 4.8400, -1.7248)  0.101
H (4.7109, 3.9669, -2.1623)  0.103



# 3
Entry from OMol25: C26H30N3RuSiTe as an isolated structure (ωB97M-V with the def2-TZVPD basis set).

Orbital gap (alpha / beta) = 7.787 / 5.997 eV
Charge = 0
<S²> = 8.784
Multiplicity = 6

Each line ends with the Löwdin charge.
CARTESIAN COORDINATES (ANGSTROEM)
Ru (0.5706, -0.4712, 0.5739)  0.917
C (-0.0691, -1.2030, 4.5453)  -0.041
C (1.3246, -0.9109, 4.0702)  -0.350
C (2.4272, -1.0376, 4.8998)  -0.054
C (3.6866, -0.7628, 4.3735)  -0.070
C (3.8308, -0.3696, 3.0611)  -0.036
C (2.6740, -0.2348, 2.2732)  -0.467
N (1.4600, -0.5037, 2.8079)  0.021
N (2.5925, 0.0952, 0.9585)  -0.191
Si (3.7395, 1.0425, 0.0625)  0.371
C (2.8518, 1.9148, -1.3416)  -0.189
C (4.4995, 2.3761, 1.1433)  -0.176
C (5.0958, -0.0424, -0.6438)  -0.179
H (-0.3691, -0.4893, 5.3144)  0.083
H (-0.1291, -2.2023, 4.9782)  0.081
H (-0.7695, -1.1339, 3.7153)  0.057
H (2.3028, -1.3525, 5.9266)  0.106
H (4.5650, -0.8726, 4.9982)  0.107
H (4.8067, -0.1961, 2.6313)  0.091
H (1.8119, 2.1273, -1.0830)  0.013
H (2.8612, 1.3241, -2.2578)  0.004
H (3.3491, 2.8651, -1.5513)  0.028
H (3.7184, 3.0110, 1.5684)  0.037
H (5.1444, 3.0102, 0.5291)  0.029
H (5.1014, 1.9924, 1.9668)  0.015
H (4.6598, -0.8279, -1.2657)  0.024
H (5.6747, -0.5282, 0.1451)  0.021
H (5.7886, 0.5351, -1.2611)  0.028
C (-0.5325, -1.6366, -4.7564)  -0.085
C (0.2994, -0.4336, -4.3061)  -0.206
C (0.7647, -0.5846, -2.9312)  -0.180
N (1.0931, -0.7020, -1.8397)  0.117
H (-0.8728, -1.4846, -5.7791)  0.077
H (-1.4033, -1.7662, -4.1153)  0.076
H (0.0569, -2.5512, -4.7198)  0.082
H (-0.2838, 0.4879, -4.3485)  0.120
H (1.1735, -0.2929, -4.9436)  0.120
Te (0.1150, -3.0727, 0.7841)  0.899
C (-1.8194, -3.2660, -0.0448)  -0.652
C (-2.4261, -4.5203, -0.0110)  -0.176
C (-3.6892, -4.7047, -0.5551)  -0.095
C (-4.3594, -3.6379, -1.1356)  -0.094
C (-3.7597, -2.3867, -1.1692)  -0.089
C (-2.4951, -2.1981, -0.6298)  -0.161
H (-1.9098, -5.3584, 0.4407)  0.082
H (-4.1494, -5.6841, -0.5224)  0.102
H (-5.3472, -3.7798, -1.5548)  0.100
H (-4.2802, -1.5447, -1.6092)  0.103
H (-2.0519, -1.2108, -0.6515)  0.040
C (-0.8924, 0.9304, 0.2011)  -0.199
C (-1.7894, 1.7210, -0.0450)  -0.155
C (-2.8508, 2.6421, -0.3174)  -0.268
C (-3.2241, 2.9269, -1.6338)  -0.047
C (-4.2545, 3.8148, -1.8952)  -0.090
C (-4.9274, 4.4317, -0.8494)  -0.096
C (-4.5626, 4.1554, 0.4613)  -0.087
C (-3.5333, 3.2685, 0.7289)  -0.039
H (-2.6946, 2.4453, -2.4455)  0.106
H (-4.5332, 4.0274, -2.9194)  0.100
H (-5.7320, 5.1255, -1.0550)  0.099
H (-5.0833, 4.6340, 1.2808)  0.102
H (-3.2450, 3.0500, 1.7484)  0.115



no.,calculated total energy (eV)
1,-95741.58936
2,-105908.07368
3,-49669.85329